[1]
Molecular formula: CH6N2O
Method: DFT, wB97M-V/def2-TZVPD

```
10
Properties=species:S:1:pos:R:3:mulliken_charge:R:1
H -0.85 1.22 -1.17 0.219
N -0.37 0.84 -0.37 -0.577
C -1.16 0.49 0.55 0.102
N -0.71 0.20 1.86 -0.495
H -2.25 0.40 0.82 0.256
H 0.27 0.00 1.52 0.251
H -1.13 -0.31 2.61 0.249
O 1.79 -1.00 -1.76 -0.627
H 1.91 -1.41 -2.62 0.304
H 2.50 -0.43 -1.44 0.316
```

Values from the calculation:
- calculated total energy (eV) = -6160.5541
- charge = 0
- frontier orbital gap (eV) = 10.439

[2]
Molecular formula: C4H7I
Method: DFT, wB97M-V/def2-TZVPD

```
12
Properties=species:S:1:pos:R:3:mulliken_charge:R:1
C 0.86 -1.21 -0.22 -1.494
C 0.44 0.18 0.22 0.279
C -0.34 1.07 -0.70 -0.679
C -0.96 0.36 0.52 -0.405
I -1.73 1.37 2.19 0.012
H 1.79 -1.15 -0.79 0.348
H 0.23 -1.81 -0.88 0.374
H 1.02 -1.84 0.63 0.361
H 1.25 0.60 0.74 0.383
H -0.28 2.15 -0.60 0.247
H -0.67 0.85 -1.68 0.235
H -1.61 -0.56 0.56 0.340
```

Values from the calculation:
- calculated total energy (eV) = -12360.8154
- charge = 0
- frontier orbital gap (eV) = 9.797

[3]
Molecular formula: C4H10N2OS
Method: DFT, wB97M-V/def2-TZVPD

```
18
Properties=species:S:1:pos:R:3:mulliken_charge:R:1
C -1.07 -2.39 -1.29 -0.994
S -0.07 -0.88 -0.97 0.839
O 1.16 -0.88 -1.71 -0.631
N 0.25 -1.09 0.65 -0.282
C 0.89 -0.12 1.43 -0.734
C 0.31 1.35 1.12 -0.470
C 0.28 1.66 -0.38 -0.683
N -0.60 0.74 -1.04 -0.273
H -1.25 -2.25 -2.36 0.285
H -2.03 -2.50 -0.73 0.298
H -0.60 -1.62 0.86 0.316
H 1.98 0.00 1.22 0.264
H 0.81 -0.41 2.42 0.454
H -0.71 1.45 1.60 0.296
H 1.10 1.86 1.53 0.349
H -0.12 2.74 -0.44 0.327
H 1.28 1.43 -0.86 0.352
H -1.58 0.91 -1.02 0.287
```

Values from the calculation:
- calculated total energy (eV) = -20168.6597
- charge = 0
- frontier orbital gap (eV) = 8.850